No. 1
A 2-piece molecular cluster, CH6NS overall, computed with wB97M-V/def2-TZVPD.

- F_max: 1.46 eV/Å
- Lowest unoccupied orbital energy: 4.0 eV
- HOMO energy: -2.44 eV

ORCA input file:
```
! RIJCOSX wB97M-V def2-TZVPD def2/J DEFGRID3
* xyz -1 1
S -0.83093 1.49560 -1.83261
N 0.67888 -2.17706 1.97955
C 1.06339 -0.79528 1.55532
H 0.81464 -0.09658 2.34931
H 0.62821 -2.76531 1.15520
H -0.22818 -2.21618 2.41747
H 2.14459 -0.89745 1.48462
H -1.53943 1.85203 -0.72978
H 0.56177 -0.48803 0.64034
*
```

Atom charges from the natural (NBO) analysis, given in e for atoms 1 to 6:
1. S -1.08
2. N -0.86
3. C -0.42
4. H 0.18
5. H 0.35
6. H 0.34

No. 2
A 2-piece molecular cluster, CH6NS overall, computed with wB97M-V/def2-TZVPD.

- F_max: 2.98 eV/Å
- Lowest unoccupied orbital energy: 4.3 eV
- HOMO energy: -2.57 eV

ORCA input file:
```
! RIJCOSX wB97M-V def2-TZVPD def2/J DEFGRID3
* xyz -1 1
S -1.39370 -0.41908 -2.57061
N 0.58548 0.85543 0.62089
C -0.00081 -0.38711 1.15393
H 0.44156 1.02805 -0.36993
H 0.87519 -1.17874 1.25239
H -0.46062 -0.22326 2.13085
H -0.72425 -0.83188 0.49333
H 1.59906 0.53392 0.63028
H -0.92190 0.62268 -3.34113
*
```

Atom charges from the natural (NBO) analysis, given in e for atoms 1 to 6:
1. S -1.08
2. N -0.86
3. C -0.41
4. H 0.39
5. H 0.14
6. H 0.16

no.,E_tot (eV),gap between HOMO and LUMO (eV)
1,-13460.193,6.42
2,-13459.986,6.88